Density functional theory data (ωB97M-V with the def2-TZVPD basis set) for a cluster of 14 separate species, C35H83BrF3N2O19P in total at a distorted geometry.

```
144
Properties=species:S:1:pos:R:3:forces:R:3
C 4.589 -1.221 3.393 0.0 0.6 0.1
C 4.826 0.262 3.722 0.0 0.3 -0.8
C 3.621 0.800 4.438 0.2 0.0 0.4
O 3.391 0.501 5.570 -0.4 -0.2 0.5
O 2.751 1.621 3.767 0.2 0.2 -0.1
C 3.366 2.875 3.467 0.1 0.5 0.0
C 2.398 3.830 2.791 -0.2 -0.3 0.0
C 1.346 3.157 1.907 0.3 0.3 0.6
C 0.208 4.121 1.503 0.1 -0.1 -0.8
O -0.988 3.870 2.185 0.2 0.4 0.0
C -0.977 3.896 3.569 -0.4 -0.7 0.6
F -0.837 5.188 4.040 0.0 0.2 -0.1
C -2.300 3.331 4.033 0.0 0.0 -0.4
C -2.440 1.850 3.778 0.0 -0.6 -0.2
C -1.363 0.959 3.831 -0.3 -0.2 -0.1
C -1.540 -0.410 3.624 -0.5 0.0 0.0
C -2.800 -0.951 3.353 0.2 0.9 0.0
C -3.020 -2.417 3.159 -0.1 -0.1 0.4
C -3.875 -0.056 3.271 0.6 -0.1 0.2
C -3.696 1.309 3.480 0.0 -0.4 -0.1
N 0.560 5.580 1.611 -0.2 -0.2 0.3
C 1.473 5.973 0.589 -0.1 -0.1 0.3
O 1.325 5.879 -0.569 -0.2 -0.3 -1.0
F 2.558 6.520 1.088 0.6 0.4 0.5
C -0.628 6.369 1.412 0.5 -0.3 0.3
O -1.459 6.212 0.608 -0.8 -0.2 -0.7
F -0.655 7.359 2.270 0.1 0.7 0.5
N 1.868 2.366 0.795 -0.3 0.3 -1.2
C 0.821 1.536 0.150 -0.4 -0.6 0.6
C 1.024 0.026 0.146 0.3 0.0 0.0
C 2.097 -0.438 -0.850 -0.4 -0.2 0.1
C 1.198 -0.550 1.558 -0.4 0.0 -0.3
P 3.145 3.019 -0.086 0.5 0.0 1.0
O 4.157 1.733 -0.171 -0.1 0.2 -0.6
Br 2.479 3.078 -2.254 -0.1 0.1 -0.2
H 5.529 -1.745 3.287 0.1 -0.2 0.1
H 3.964 -1.644 4.172 0.1 -0.4 0.0
H 4.071 -1.274 2.447 -0.2 -0.2 -0.2
H 5.705 0.408 4.339 0.0 -0.1 0.4
H 5.001 0.813 2.802 0.0 0.0 -0.1
H 4.270 2.768 2.868 0.0 -0.4 -0.2
H 3.675 3.338 4.404 0.1 0.0 0.1
H 2.996 4.551 2.246 0.0 0.2 0.0
H 1.848 4.393 3.540 -0.1 0.1 0.1
H 0.879 2.424 2.557 -0.2 -0.2 0.0
H -0.018 3.940 0.453 -0.3 -0.1 -0.1
H -0.164 3.324 4.013 0.4 0.1 -0.2
H -3.059 3.864 3.465 -0.2 0.1 0.1
H -2.438 3.561 5.087 0.1 0.1 0.2
H -0.360 1.298 4.044 0.1 0.1 0.1
H -0.694 -1.081 3.681 0.1 0.0 0.1
H -2.167 -3.001 3.487 0.2 0.0 -0.1
H -3.858 -2.732 3.777 -0.2 -0.1 0.0
H -3.259 -2.679 2.132 0.0 0.0 -0.2
H -4.845 -0.474 3.061 -0.3 0.2 -0.1
H -4.565 1.947 3.400 0.0 0.2 0.0
H -0.095 1.692 0.723 -0.1 0.2 0.1
H 0.594 1.849 -0.867 0.2 0.3 -0.1
H 0.074 -0.352 -0.215 -0.2 0.0 -0.3
H 1.705 -1.263 -1.438 0.1 -0.1 -0.2
H 2.986 -0.805 -0.347 0.2 0.1 0.0
H 2.371 0.359 -1.535 0.0 -0.1 -0.2
H 0.386 -1.236 1.782 0.0 -0.1 0.0
H 2.110 -1.121 1.649 0.3 0.0 0.2
H 1.149 0.233 2.305 0.3 0.1 0.3
H 4.218 1.398 -1.077 0.2 -0.3 0.2
C 3.424 1.080 -5.633 0.0 0.2 0.2
O 4.338 1.264 -4.561 0.0 0.0 -0.1
H 3.858 0.354 -6.317 0.0 0.0 0.0
H 2.466 0.694 -5.271 0.0 0.0 -0.1
H 3.255 2.016 -6.173 0.0 0.0 -0.1
H 3.948 1.906 -3.957 0.1 -0.1 0.0
C -8.174 0.364 2.626 0.1 -0.1 -0.2
O -7.048 -0.405 2.211 -0.1 0.1 0.0
H -8.325 0.179 3.686 0.0 0.0 0.0
H -7.997 1.432 2.472 -0.1 0.0 0.1
H -9.073 0.066 2.081 0.0 0.0 0.1
H -6.915 -0.242 1.273 0.1 -0.1 0.0
C 2.471 -2.165 -4.653 0.2 -0.2 0.1
O 3.146 -2.650 -3.495 -0.1 0.1 0.0
H 1.661 -1.523 -4.310 0.0 0.0 0.1
H 3.145 -1.585 -5.283 -0.1 0.0 0.0
H 2.054 -2.991 -5.233 -0.1 0.1 -0.1
H 3.863 -3.220 -3.785 0.0 0.0 0.0
C 4.519 -3.623 -0.775 0.3 -0.1 0.0
O 5.161 -4.075 0.426 -0.2 -0.1 0.0
H 3.697 -2.973 -0.495 0.0 0.0 0.1
H 5.221 -3.060 -1.397 -0.1 0.1 0.0
H 4.128 -4.472 -1.335 -0.1 0.1 -0.1
H 5.891 -4.644 0.166 0.1 0.1 0.0
C -2.701 0.084 -1.042 0.2 -0.1 -0.2
O -1.788 -0.876 -1.566 -0.2 -0.2 0.2
H -2.822 -0.102 0.024 0.1 0.0 0.0
H -2.320 1.100 -1.184 -0.1 0.0 0.0
H -3.676 -0.007 -1.530 -0.1 0.1 0.1
H -1.691 -0.699 -2.509 0.1 0.2 -0.2
C 2.707 -7.625 -0.441 0.2 0.2 0.1
O 3.740 -6.694 -0.745 0.0 -0.2 0.1
H 2.382 -8.074 -1.376 0.0 0.0 0.0
H 3.072 -8.414 0.222 -0.1 0.0 0.0
H 1.855 -7.126 0.027 0.0 -0.1 0.0
H 4.027 -6.291 0.082 0.0 0.1 0.0
C -1.988 0.637 -5.548 0.2 -0.3 0.1
O -1.265 0.180 -4.398 0.0 -0.1 0.1
H -2.761 1.315 -5.213 0.0 0.1 0.1
H -1.320 1.166 -6.231 -0.1 0.0 0.0
H -2.452 -0.206 -6.068 0.0 0.1 -0.1
H -0.577 -0.421 -4.701 0.0 0.0 0.0
C 2.289 -4.445 4.811 -0.1 0.3 0.1
O 1.473 -3.339 4.439 0.1 -0.1 0.0
H 2.624 -4.942 3.905 0.0 0.1 -0.1
H 3.164 -4.102 5.372 0.1 -0.1 0.0
H 1.729 -5.160 5.421 0.1 -0.1 0.0
H 1.185 -2.906 5.249 -0.1 0.1 0.0
C 0.096 0.385 6.930 0.2 -0.1 0.0
O 0.367 -1.011 7.037 0.0 -0.1 -0.1
H -0.960 0.511 6.704 0.0 -0.1 0.0
H 0.322 0.895 7.870 0.0 0.1 0.0
H 0.692 0.825 6.127 0.0 0.1 0.1
H 1.304 -1.098 7.235 0.0 0.0 0.0
C -4.429 -1.871 -3.699 0.2 0.0 0.2
O -4.917 -2.482 -2.504 -0.1 0.1 -0.2
H -5.269 -1.714 -4.372 0.0 0.0 0.0
H -3.972 -0.905 -3.473 0.0 0.0 -0.2
H -3.697 -2.520 -4.186 0.0 0.1 -0.1
H -4.160 -2.612 -1.924 0.0 0.0 0.1
C -5.252 3.601 -5.637 0.1 -0.1 -0.2
O -4.333 2.653 -6.177 -0.2 0.1 0.0
H -5.325 3.414 -4.569 0.0 0.0 0.0
H -4.897 4.622 -5.794 0.0 0.0 0.1
H -6.241 3.488 -6.086 0.0 0.0 0.1
H -4.266 2.817 -7.122 0.0 0.0 0.0
C -8.241 -1.695 -3.558 0.2 -0.2 0.0
O -7.704 -2.868 -4.152 0.0 0.1 0.0
H -9.195 -1.490 -4.037 0.0 0.0 0.0
H -8.404 -1.837 -2.486 0.0 0.1 0.0
H -7.578 -0.837 -3.708 -0.1 0.1 0.0
H -6.862 -3.047 -3.721 0.0 -0.1 0.1
C 4.754 -1.834 -8.563 0.1 -0.1 0.2
O 4.299 -2.504 -7.390 0.0 0.1 -0.1
H 3.896 -1.698 -9.216 0.0 0.0 0.0
H 5.173 -0.855 -8.317 0.0 0.0 -0.1
H 5.507 -2.427 -9.087 0.0 0.0 -0.1
H 5.060 -2.625 -6.815 0.0 0.0 0.0
```
Forces are in eV/Å.

Its net charge is 0. The maximum force is 1.28 eV/Å. As for the HOMO-LUMO gap: 9.06 eV. Its total energy is -6137.267077 a.u.